Version 1
Molecular formula: C36H96As4F24N6O6
Method: DFT, ωB97M-V/def2-TZVPD

Positions of all 172 atoms, in Å:
C (-6.27572, 1.96043, 1.93319)
C (-7.04064, 1.17159, 0.73188)
N (-7.94270, 0.02953, 1.36508)
C (-7.06739, -1.03415, 2.09514)
C (-9.03896, 0.63882, 2.26276)
C (-10.10366, -0.32755, 2.94450)
C (-8.79170, -0.64707, 0.16690)
C (-8.00195, -1.87103, -0.50873)
O (-6.80570, -1.39889, -1.13663)
C (-5.99107, -2.32800, -1.82406)
H (-5.47062, 1.33983, 2.32660)
H (-6.99479, 2.24538, 2.70120)
H (-5.71764, 2.82226, 1.56730)
H (-6.33274, 0.74749, 0.01976)
H (-7.69369, 1.86378, 0.20036)
H (-6.13621, -1.17435, 1.54618)
H (-7.61871, -1.96853, 2.20047)
H (-6.91127, -0.69073, 3.11778)
H (-9.55956, 1.37879, 1.65488)
H (-8.66675, 1.10867, 3.17315)
H (-10.91311, -0.74735, 2.34730)
H (-10.70283, 0.17673, 3.70265)
H (-9.54336, -1.15561, 3.37865)
H (-9.08156, 0.20545, -0.44733)
H (-9.67896, -1.11323, 0.59535)
H (-8.51128, -2.40069, -1.31380)
H (-7.81534, -2.75606, 0.09955)
H (-4.94001, -2.07126, -1.69193)
H (-6.08813, -2.15665, -2.89612)
H (-6.18186, -3.36712, -1.55588)
C (-1.44949, 6.57375, 0.24241)
C (-1.02465, 5.57351, -0.84278)
N (0.16384, 4.54677, -0.39623)
C (-0.26866, 3.70110, 0.74637)
C (0.49233, 3.56734, -1.52080)
C (0.92643, 4.21103, -2.88914)
C (1.42855, 5.49657, -0.02088)
C (2.76259, 4.72908, 0.21169)
O (2.81695, 3.43830, 0.93356)
C (4.08325, 2.86733, 0.68070)
H (-2.17074, 7.31473, -0.10233)
H (-0.57617, 7.04562, 0.69267)
H (-1.91058, 6.08631, 1.10142)
H (-0.63978, 6.07086, -1.73308)
H (-1.93181, 5.01994, -1.08511)
H (-0.39739, 4.30810, 1.64252)
H (0.57425, 3.03176, 0.91839)
H (-1.20294, 3.21392, 0.46730)
H (-0.31631, 2.84284, -1.61729)
H (1.36246, 3.00269, -1.18593)
H (1.67755, 3.61701, -3.40976)
H (1.40437, 5.17749, -2.72901)
H (0.00610, 4.38456, -3.44681)
H (1.26273, 6.05638, 0.89957)
H (1.42440, 6.24899, -0.80951)
H (3.38308, 5.41231, 0.79159)
H (3.20531, 4.79956, -0.78185)
H (4.82177, 3.66052, 0.79708)
H (3.94721, 2.56150, -0.35664)
H (4.30640, 2.05569, 1.37319)
C (6.06934, -6.69613, 0.94976)
C (4.80352, -6.35963, 0.05286)
N (5.24370, -5.39335, -1.04190)
C (6.00606, -6.20715, -2.13776)
C (3.91491, -4.68848, -1.65924)
C (2.90383, -5.79008, -2.17721)
C (6.20499, -4.17163, -0.68402)
C (5.75128, -3.18869, 0.44369)
O (4.81716, -3.67075, 1.27866)
C (4.40221, -2.80174, 2.37490)
H (6.87657, -7.06984, 0.31982)
H (5.84638, -7.45581, 1.69895)
H (6.32434, -5.83210, 1.56336)
H (4.01509, -5.82660, 0.58423)
H (4.32843, -7.14496, -0.53506)
H (5.36326, -7.03112, -2.44758)
H (7.01672, -6.48305, -1.83687)
H (6.21420, -5.66070, -3.05764)
H (4.14783, -3.91071, -2.38651)
H (3.57999, -4.14439, -0.77613)
H (2.35846, -6.28447, -1.37331)
H (3.22769, -6.53159, -2.90754)
H (2.06554, -5.20854, -2.56085)
H (6.38981, -3.65361, -1.62508)
H (7.16567, -4.61834, -0.42780)
H (5.43638, -2.18970, 0.14209)
H (6.69619, -3.05250, 0.96971)
H (3.63268, -2.08820, 2.08032)
H (5.32054, -2.34070, 2.73852)
H (4.01755, -3.57758, 3.03687)
C (1.85614, 1.58856, 6.61029)
C (1.47050, 3.07366, 6.50971)
C (1.79540, 3.67523, 5.20071)
O (1.24768, 5.01111, 5.16260)
C (1.68926, 5.77012, 4.04407)
N (-0.12882, 3.26427, 6.74556)
H (-0.43412, 4.21475, 6.59235)
H (-0.63084, 2.67635, 6.09561)
H (-0.43427, 2.89773, 7.63575)
H (1.43953, 1.01474, 5.78247)
H (1.34593, 1.05669, 7.41334)
H (2.93682, 1.44852, 6.63504)
H (1.93922, 3.68021, 7.28463)
H (1.33055, 3.04530, 4.44229)
H (2.87575, 3.56496, 5.10692)
H (2.77925, 5.76627, 4.04420)
H (1.40793, 6.82216, 4.09045)
H (1.26743, 5.38716, 3.11482)
C (3.31480, 2.47252, -7.69371)
C (2.70341, 2.50980, -6.30173)
C (1.53716, 1.52803, -5.99119)
O (0.91956, 1.53682, -4.69547)
C (-0.07744, 0.53292, -4.60476)
N (3.77021, 2.22075, -5.20092)
H (3.91371, 1.22618, -5.30252)
H (4.68177, 2.65287, -5.25025)
H (3.51276, 2.52882, -4.27414)
H (2.62489, 2.73979, -8.49414)
H (3.59230, 1.44067, -7.90906)
H (4.16684, 3.11807, -7.90675)
H (2.41988, 3.55169, -6.15280)
H (1.97434, 0.53348, -6.07978)
H (0.79379, 1.56795, -6.78737)
H (0.41453, -0.37549, -4.95238)
H (-0.96886, 0.57199, -5.23083)
H (-0.44474, 0.30296, -3.60461)
C (-2.09722, -1.73716, -0.53994)
C (-0.70970, -1.08501, -0.60702)
C (-0.17111, -0.43711, 0.70707)
O (1.15544, 0.00906, 0.71055)
C (1.72791, 0.21831, 2.03327)
N (0.32170, -2.12901, -1.04685)
H (0.26343, -3.01140, -0.55890)
H (-0.01555, -2.47645, -1.93322)
H (1.27460, -1.80039, -1.11085)
H (-2.19165, -2.71136, -0.06022)
H (-2.35763, -2.00143, -1.56486)
H (-2.87614, -1.14563, -0.05883)
H (-0.52709, -0.29877, -1.33953)
H (-0.40065, -1.21512, 1.43515)
H (-0.89084, 0.33897, 0.96745)
H (2.67157, 0.75702, 1.94727)
H (1.82681, -0.75696, 2.50989)
H (1.17460, 0.91794, 2.65975)
As (-2.80391, 2.32327, 4.24338)
F (-3.78703, 0.88866, 4.72067)
F (-4.21072, 3.33783, 3.98498)
F (-1.75881, 3.75730, 3.90609)
F (-1.28451, 1.37489, 4.60869)
F (-2.80821, 1.82461, 2.54716)
F (-2.83895, 2.67156, 6.08966)
As (-0.37575, -5.63643, 1.22163)
F (0.43207, -5.49389, 2.84137)
F (0.45641, -7.23174, 0.89855)
F (-1.11779, -5.72628, -0.37435)
F (-1.06477, -4.05858, 1.57050)
F (1.01691, -4.76000, 0.56354)
F (-1.72050, -6.47953, 2.00362)
As (3.73905, -0.39605, -2.45761)
F (3.46745, -0.48372, -4.26404)
F (4.57314, 1.15665, -2.76958)
F (4.13997, -0.17193, -0.73139)
F (2.83709, -1.93796, -2.35014)
F (5.27020, -1.25858, -2.82058)
F (2.25977, 0.49274, -2.13261)
As (-1.67218, -3.77838, -4.22967)
F (-1.52651, -5.62131, -4.48191)
F (-3.18843, -3.67710, -5.22999)
F (-1.79764, -1.97951, -4.03387)
F (-0.33762, -3.77947, -3.05915)
F (-0.57401, -3.38282, -5.57826)
F (-2.78806, -4.05057, -2.84205)

HOMO: -13.28 eV
charge: +2
orbital gap: 9.23 eV


Version 2
Molecular formula: C36H96As4F24N6O6
Method: DFT, ωB97M-V/def2-TZVPD

Positions of all 172 atoms, in Å:
C (-8.15179, 1.74426, -13.00611)
C (-7.09173, 0.95269, -13.79528)
N (-6.81888, 1.30756, -15.31476)
C (-8.06509, 0.79630, -16.10734)
C (-6.66424, 2.87000, -15.43143)
C (-6.45685, 3.44757, -16.88456)
C (-5.55454, 0.58039, -15.93714)
C (-5.59913, -0.82366, -15.60491)
O (-4.95681, -1.17256, -14.39493)
C (-3.53746, -1.31711, -14.42471)
H (-8.33390, 1.33665, -12.01173)
H (-9.06535, 1.58764, -13.57966)
H (-7.95134, 2.80771, -12.87573)
H (-7.20910, -0.09486, -13.51782)
H (-6.13656, 1.14814, -13.30789)
H (-8.44532, -0.16687, -15.76703)
H (-7.79509, 0.74507, -17.16212)
H (-8.86909, 1.52318, -15.99186)
H (-5.89993, 3.13688, -14.70156)
H (-7.64644, 3.20816, -15.10122)
H (-5.46787, 3.30442, -17.31988)
H (-6.59623, 4.52779, -16.92694)
H (-7.18884, 2.94455, -17.51644)
H (-4.64166, 1.16693, -15.83361)
H (-5.64051, 0.77043, -17.00699)
H (-5.21128, -1.40183, -16.44360)
H (-6.56335, -1.32395, -15.51499)
H (-3.32019, -2.13925, -15.10660)
H (-3.02437, -1.65989, -13.52621)
H (-2.94111, -0.44536, -14.69400)
C (-13.40157, 10.47855, -23.57879)
C (-12.81131, 9.05684, -23.80194)
N (-11.45117, 8.82935, -23.06161)
C (-10.80006, 7.53385, -23.51487)
C (-10.42737, 9.99988, -23.36160)
C (-9.06605, 9.82394, -22.72420)
C (-11.66164, 8.77485, -21.50621)
C (-12.67668, 7.80259, -21.06531)
O (-12.36214, 6.45570, -21.20574)
C (-13.37745, 5.53047, -20.82297)
H (-14.44832, 10.40124, -23.87278)
H (-12.95825, 11.32736, -24.09944)
H (-13.40869, 10.65422, -22.50305)
H (-12.53747, 8.97132, -24.85350)
H (-13.52204, 8.23943, -23.68022)
H (-9.89318, 7.34482, -22.94049)
H (-10.52687, 7.70992, -24.55528)
H (-11.31217, 6.58508, -23.35458)
H (-10.95790, 10.82544, -22.88717)
H (-10.45600, 10.08366, -24.44800)
H (-9.01190, 9.36436, -21.73731)
H (-8.52654, 10.76712, -22.63781)
H (-8.46228, 9.18945, -23.37303)
H (-11.93629, 9.76367, -21.13888)
H (-10.72731, 8.41831, -21.07262)
H (-13.64651, 8.08462, -21.47520)
H (-12.69518, 7.98243, -19.99041)
H (-14.34987, 5.72471, -21.27547)
H (-13.50568, 5.39725, -19.74876)
H (-13.04209, 4.53209, -21.10384)
C (-12.46998, 14.28197, -31.16013)
C (-13.08187, 14.83671, -32.45767)
N (-14.48578, 15.60547, -32.32418)
C (-15.55205, 14.63090, -31.66602)
C (-14.15638, 16.92390, -31.47339)
C (-13.05280, 17.90223, -32.03589)
C (-14.88859, 15.93814, -33.78805)
C (-16.22047, 16.81810, -33.90546)
O (-17.36908, 16.17449, -33.43787)
C (-18.55123, 16.92898, -33.19568)
H (-13.21856, 13.86789, -30.48467)
H (-12.09097, 15.14818, -30.61777)
H (-11.71231, 13.55388, -31.44981)
H (-13.30427, 14.03274, -33.15928)
H (-12.38238, 15.43882, -33.03755)
H (-16.48615, 15.19252, -31.67801)
H (-15.28961, 14.38640, -30.63673)
H (-15.63198, 13.76310, -32.32074)
H (-13.77992, 16.53187, -30.52856)
H (-15.06019, 17.50273, -31.28316)
H (-12.64236, 18.60784, -31.31357)
H (-13.52371, 18.55399, -32.77180)
H (-12.33280, 17.24758, -32.52695)
H (-15.04470, 14.95446, -34.23089)
H (-14.02496, 16.48840, -34.16146)
H (-16.28364, 16.99267, -34.97954)
H (-15.97427, 17.80235, -33.50705)
H (-19.40899, 16.26473, -33.30115)
H (-18.74782, 17.74945, -33.88581)
H (-18.64448, 17.27155, -32.16512)
C (-1.89008, 11.44592, -18.74056)
C (-0.76068, 11.08480, -19.65957)
C (-1.14725, 9.87730, -20.57290)
O (-0.29953, 9.81382, -21.78130)
C (-0.48129, 8.79946, -22.71807)
N (-0.50001, 12.33772, -20.58003)
H (0.16256, 12.01667, -21.27143)
H (-1.38326, 12.62333, -20.97801)
H (-0.11466, 13.10744, -20.05169)
H (-1.59141, 12.27004, -18.09269)
H (-1.98504, 10.57780, -18.08829)
H (-2.87043, 11.69356, -19.14761)
H (0.12456, 10.98617, -19.03131)
H (-2.20316, 9.85395, -20.84234)
H (-0.99312, 8.90221, -20.11078)
H (-1.54956, 8.80220, -22.93463)
H (-0.06132, 7.94195, -22.19233)
H (0.10283, 9.01794, -23.61203)
C (-19.48164, 13.25963, -17.73387)
C (-19.26399, 11.78120, -17.08753)
C (-19.75347, 10.69427, -17.98198)
O (-18.91736, 10.44768, -19.08547)
C (-19.63311, 10.13649, -20.35741)
N (-17.87852, 11.70744, -16.47971)
H (-17.58583, 12.53560, -15.98115)
H (-17.85866, 10.93272, -15.83200)
H (-17.17518, 11.43888, -17.15298)
H (-19.63440, 14.11297, -17.07314)
H (-20.39278, 13.33530, -18.32734)
H (-18.70075, 13.41076, -18.47917)
H (-19.95365, 11.92163, -16.25521)
H (-20.65461, 11.03687, -18.49059)
H (-19.90590, 9.79392, -17.38680)
H (-20.44145, 9.41522, -20.23721)
H (-18.86424, 9.68272, -20.98274)
H (-19.98345, 11.01407, -20.90074)
C (-9.21892, -0.55284, -29.13179)
C (-10.66345, -1.13079, -29.10104)
C (-10.95532, -1.69865, -27.64258)
O (-11.16702, -0.60464, -26.70304)
C (-10.88274, -0.93192, -25.36021)
N (-11.67951, -0.09284, -29.39587)
H (-11.17119, 0.60529, -29.91964)
H (-12.51358, -0.38178, -29.88673)
H (-12.05640, 0.35259, -28.57146)
H (-8.53414, -1.38437, -29.29836)
H (-8.93243, -0.08668, -28.18907)
H (-8.85974, 0.13750, -29.89500)
H (-10.80027, -1.94184, -29.81629)
H (-10.14727, -2.37079, -27.35382)
H (-11.81923, -2.34640, -27.49372)
H (-11.14244, 0.04821, -24.96018)
H (-9.84755, -1.23422, -25.20180)
H (-11.51410, -1.65074, -24.83792)
As (-13.62142, 18.83597, -23.54272)
F (-12.32902, 17.75639, -24.05987)
F (-12.39378, 19.51562, -22.42724)
F (-14.96832, 19.76145, -22.83128)
F (-14.77903, 18.07399, -24.70033)
F (-13.95119, 17.64381, -22.22051)
F (-13.19315, 20.11998, -24.74334)
As (-3.76132, 13.60467, -28.86851)
F (-3.47878, 14.54598, -27.40268)
F (-5.24244, 14.68224, -29.35728)
F (-4.01798, 12.72826, -30.41299)
F (-2.45801, 12.38176, -28.43232)
F (-4.91475, 12.60246, -27.95013)
F (-2.52739, 14.68140, -29.71240)
As (-10.05511, 12.36883, -15.33061)
F (-9.11068, 13.87902, -14.94926)
F (-11.18467, 12.77761, -14.04625)
F (-10.97605, 10.84589, -15.70228)
F (-8.88519, 11.87711, -16.63978)
F (-9.20853, 11.27796, -14.14181)
F (-11.00956, 13.19398, -16.50936)
As (-18.45958, 2.82262, -26.54014)
F (-16.71552, 3.22965, -26.26511)
F (-18.49780, 4.42159, -27.42382)
F (-20.14716, 2.42569, -26.80968)
F (-18.36520, 1.27689, -25.73000)
F (-18.76899, 3.60545, -24.95377)
F (-18.09458, 1.96940, -28.05871)

HOMO: -11.83 eV
charge: +2
orbital gap: 7.95 eV


Relative energies, hartree: version 1 0.0000; version 2 0.3382.


Version 1
Molecular formula: C3H8N2S2
Method: DFT, ωB97M-V/def2-TZVPD

Positions of all 15 atoms, in Å:
C (2.11372, 0.68308, -0.08754)
C (1.40708, -0.31870, -1.07822)
C (-1.31953, -0.13384, 0.10127)
H (1.70547, -0.19833, 1.71079)
H (3.15866, -0.59026, 1.01778)
H (1.56553, 1.64612, 0.00040)
H (3.00919, 1.07872, -0.57418)
H (2.05627, -1.14749, -1.37527)
H (1.01392, 0.21660, -1.93152)
H (-2.45636, -1.83992, 0.42134)
H (-3.20196, -0.35934, 0.77643)
N (2.47334, 0.16606, 1.18975)
N (-2.41162, -0.84736, 0.47930)
S (0.02071, -1.20088, -0.21475)
S (-1.30136, 1.48712, -0.11914)

structure (SMILES): NCCSC(N)=S
HOMO: -8.45 eV
orbital gap: 9.03 eV


Version 2
Molecular formula: C3H8N2S2
Method: DFT, ωB97M-V/def2-TZVPD

Positions of all 15 atoms, in Å:
C (2.71933, -0.66538, -0.57086)
C (0.74296, 0.27506, 1.11933)
C (-1.76752, 0.27632, -0.03429)
H (3.44102, -0.49371, -1.37431)
H (2.01074, -1.43316, -0.87653)
H (3.29616, -0.98646, 0.28839)
H (0.20615, 1.16978, 1.50900)
H (1.31060, -0.20481, 1.89711)
H (-3.63531, 0.15399, -0.83923)
H (-2.79508, -1.35658, -0.71875)
H (-2.40117, 2.10353, -0.23197)
N (-2.74137, -0.35481, -0.77214)
N (-1.65691, 1.53057, 0.20794)
S (1.83332, 0.86470, -0.19998)
S (-0.56291, -0.87904, 0.59627)

structure (SMILES): [H]/N=C(\N)SCSC
HOMO: -8.49 eV
orbital gap: 9.14 eV


Relative energies, hartree: version 1 0.0027; version 2 0.0000.